[1]
DFT (ωB97M-V/def2-TZVPD) results for a single C21H24O5 molecule in a non-equilibrium geometry.

Results
strongest force on any atom	0.091	Eh/bohr
E	-32400.0042	eV
E_LUMO	-0.0145	Eh
ΔE to the lowest compared entry with this formula, charge and spin	336.2	kJ/mol

Element x y z (Å)
O (-1.896, -4.226, 0.794)
O (-0.622, 2.985, -1.845)
O (-1.950, 3.765, 0.381)
O (-3.238, -0.904, 2.937)
O (-2.955, -2.193, 0.866)
C (-2.131, -3.111, 0.383)
C (0.561, 3.053, -2.158)
C (-1.355, -2.493, -0.689)
C (-1.804, -1.259, -0.940)
C (1.670, 2.367, -1.465)
C (1.291, -1.246, -0.948)
C (1.618, 2.019, -0.095)
C (1.994, -1.319, 0.207)
C (-2.268, 2.678, 2.485)
C (-2.597, 1.468, 3.055)
C (-2.592, 1.555, 0.280)
C (-2.282, 2.634, 1.108)
C (-2.880, 0.216, 2.314)
C (-2.746, 0.274, 0.864)
C (2.951, 2.154, -2.232)
C (2.755, -2.638, 0.662)
C (-0.178, -3.241, -1.334)
C (1.051, -2.401, -1.851)
C (2.661, 1.204, 0.679)
C (2.096, -0.126, 1.238)
C (-2.869, -0.992, 0.027)
H (-1.689, 3.574, -0.478)
H (-3.414, -1.561, 2.210)
H (0.731, 3.416, -3.156)
H (-1.231, -0.523, -1.508)
H (0.889, -0.288, -1.223)
H (0.763, 2.209, 0.639)
H (-1.972, 3.596, 3.002)
H (-2.891, 1.370, 4.103)
H (-2.642, 1.685, -0.775)
H (2.691, 1.348, -3.000)
H (3.190, 3.112, -2.652)
H (3.860, 1.893, -1.783)
H (3.774, -2.578, 0.497)
H (2.682, -2.798, 1.752)
H (2.342, -3.525, 0.124)
H (0.212, -3.866, -0.487)
H (-0.672, -3.926, -2.079)
H (1.924, -3.055, -2.044)
H (0.602, -2.042, -2.815)
H (3.676, 1.108, 0.166)
H (2.915, 1.857, 1.530)
H (1.022, -0.037, 1.657)
H (2.810, -0.408, 2.037)
H (-3.857, -0.784, -0.441)



[2]
DFT (ωB97M-V/def2-TZVPD) results for a 2-piece molecular cluster, C3H9NO3 overall in a non-equilibrium geometry.

Results
strongest force on any atom	0.096	Eh/bohr
E	-10888.1272	eV
E_LUMO	0.0271	Eh
ΔE to the lowest compared entry with this formula, charge and spin	236.8	kJ/mol

Element x y z (Å)
C (-2.078, 1.012, 0.559)
C (-0.941, 0.964, -0.419)
O (-1.565, 0.854, -1.784)
C (-1.672, 1.275, 2.002)
N (-0.735, 0.292, 2.424)
O (-1.972, 2.201, 2.781)
H (-2.583, 0.105, 0.418)
H (-2.949, 1.735, 0.103)
H (-0.290, 1.828, -0.513)
H (-0.585, -0.011, -0.267)
H (-0.926, 1.012, -2.445)
H (-0.449, 0.140, 3.487)
H (-0.030, 0.052, 1.719)
H (5.067, -4.454, -2.740)
H (6.144, -3.362, -3.013)
O (5.564, -3.646, -2.313)



[3]
DFT (ωB97M-V/def2-TZVPD) results for a single C4H6N2O molecule.

Results
strongest force on any atom	0.008	Eh/bohr
E	-9272.5126	eV
E_LUMO	0.0350	Eh
ΔE to the lowest compared entry with this formula, charge and spin	95.4	kJ/mol

Element x y z (Å)
N (1.755, -0.139, 0.917)
C (0.572, -0.090, 0.123)
C (-0.644, 0.165, 0.686)
O (-0.953, 0.394, 1.981)
N (-1.616, 0.148, -0.277)
C (-0.993, -0.068, -1.503)
C (0.342, -0.236, -1.289)
H (2.551, 0.217, 0.400)
H (1.979, -1.086, 1.204)
H (-0.091, 0.483, 2.423)
H (-2.398, 0.781, -0.212)
H (-1.590, -0.147, -2.401)
H (1.086, -0.421, -2.054)



[4]
DFT (ωB97M-V/def2-TZVPD) results for a single C3H4N2O molecule in a non-equilibrium geometry.

Results
strongest force on any atom	0.093	Eh/bohr
E	-8199.7019	eV
E_LUMO	0.0204	Eh
ΔE to the lowest compared entry with this formula, charge and spin	403.6	kJ/mol

Element x y z (Å)
C (-0.497, -0.007, 0.216)
C (0.821, 0.798, 0.067)
C (2.088, 0.032, 0.110)
H (-3.214, -0.802, -0.609)
H (-0.949, -0.285, 1.207)
H (0.861, 1.646, 0.787)
H (1.028, 1.369, -0.963)
N (-1.609, 0.198, -0.474)
N (2.881, -0.765, -0.142)
O (-2.638, -0.362, 0.192)



no.,Kohn-Sham gap (eV)
1,7.09
2,10.60
3,8.51
4,10.97